Entry from the OMol25 dataset: the ion CH3Cl3OP with charge +1 (ωB97M-V/def2-TZVPD).

The orbital gap is 11.792 eV. Its charge is +1. The calculation puts the energy above the lowest of the compared OMol25 structures with the same formula, charge and spin at 0.0 kcal per mole. Its multiplicity is 1.

CARTESIAN COORDINATES (ANGSTROEM)
C  -1.4453  -0.0038  0.0888
O  -0.1017  0.1446  0.6583
P  1.2736  0.0049  -0.0720
Cl  1.3817  -1.5227  -1.2249
Cl  1.5659  1.6196  -1.1061
Cl  2.6713  -0.0447  1.4365
H  -1.6093  -0.5980  -0.7275
H  -1.8083  0.9410  0.1466
H  -1.9279  -0.5408  0.8003

Atomic partial charges in e from the Mulliken method, atoms 1 to 5:
1 C -0.78
2 O -0.23
3 P 1.07
4 Cl -0.03
5 Cl -0.04

=====

Entry from the OMol25 dataset: a structure of composition C21H37N12O4Pb (ωB97M-V/def2-TZVPD).

The orbital gap is 8.361 eV. Its charge is +1. The calculation puts the energy above the lowest of the compared OMol25 structures with the same formula, charge and spin at 0.0 kcal per mole. Its multiplicity is 1.

CARTESIAN COORDINATES (ANGSTROEM)
Pb  1.0226  0.2909  0.0728
N  2.9307  1.8653  0.8875
C  3.5189  2.7465  -0.1420
C  2.4671  3.2406  -1.1277
N  1.7515  2.1335  -1.8148
C  2.5197  1.5499  -2.9511
C  3.2802  0.2952  -2.5480
N  2.4166  -0.6873  -1.9082
H  3.6479  1.3526  1.3785
H  2.4221  2.4311  1.5598
H  3.9236  3.6660  0.3379
H  4.3801  2.2655  -0.6534
H  1.7464  3.8876  -0.5818
H  2.9702  3.8898  -1.8661
H  0.8945  2.5357  -2.1835
H  1.8211  1.3072  -3.7838
H  3.2617  2.2731  -3.3544
H  3.7456  -0.1157  -3.4743
H  4.1375  0.5598  -1.8840
H  1.7380  -1.0796  -2.5579
H  2.9277  -1.4251  -1.4307
N  -1.5159  2.9143  3.1959
C  -0.4946  2.7683  4.1448
C  0.5273  2.1233  3.4887
N  0.2004  1.9251  2.1438
C  -1.0402  2.4101  2.0163
C  -1.8207  2.3592  0.7720
N  -1.3000  2.2063  -0.4428
C  -2.3835  2.1979  -1.3136
C  -3.5623  2.3148  -0.6091
N  -3.1778  2.4036  0.7428
H  -2.3928  3.4040  3.3147
H  -0.5812  3.0979  5.1766
H  1.4832  1.8031  3.8866
H  -2.2325  2.1387  -2.3915
H  -4.5921  2.2941  -0.9348
H  -3.7784  2.4958  1.5572
C  -1.6410  -0.6770  3.4953
C  -0.4113  -1.4556  3.2238
N  0.4031  -1.3098  2.1784
C  1.4010  -2.2699  2.3412
C  1.1552  -3.0015  3.5127
N  0.0046  -2.4312  4.0374
C  1.8254  -4.1027  4.2298
O  2.8126  -4.7434  3.5904
O  1.4137  -4.3752  5.3447
C  2.5495  -2.3941  1.3862
O  3.2312  -3.4596  1.4053
O  2.7447  -1.3739  0.6305
H  -1.8497  -0.0166  2.6372
H  -1.5213  -0.0431  4.4059
H  -2.5100  -1.3548  3.6692
H  -0.4312  -2.7320  4.9008
H  3.0482  -4.2861  2.6927
C  -3.4134  -1.3425  -3.7480
N  -1.9728  -1.2294  -3.5127
C  -1.1862  -0.6316  -4.5752
C  -1.5514  -1.0817  -2.1957
N  -0.5884  -0.2797  -1.8239
N  -2.2191  -1.8969  -1.2785
C  -2.2076  -1.4838  0.1131
C  -2.1824  -3.3334  -1.5001
H  -3.5829  -1.6466  -4.7968
H  -3.9311  -0.3776  -3.5517
H  -3.8389  -2.1063  -3.0899
H  -1.5233  -1.0579  -5.5336
H  -0.1125  -0.8774  -4.4579
H  -1.3156  0.4788  -4.6222
H  -0.2731  0.3131  -2.5876
H  -2.3605  -0.3977  0.1831
H  -1.2605  -1.7410  0.6251
H  -3.0372  -1.9872  0.6378
H  -2.1865  -3.5512  -2.5802
H  -3.0728  -3.7922  -1.0404
H  -1.2710  -3.7904  -1.0690

Atomic partial charges in e from the Mulliken method, atoms 1 to 5:
1 Pb 1.79
2 N -0.43
3 C -0.70
4 C -0.79
5 N -0.22

=====

| no. | calculated total energy (eV) | E_HOMO (eV) | F_max (hartree/bohr) |
| --- | --- | --- | --- |
| 1 | -49983.236 | -16.83 | 0.064 |
| 2 | -53694.461 | -10.67 | 0.041 |